Record 1
# C45H40Br2N11O3SSiTi

A structure of composition C45H40Br2N11O3SSiTi at a distorted geometry (ωB97M-V/def2-TZVPD, OMol25).

```
104
Properties=species:S:1:pos:R:3:forces:R:3
Ti -0.3576 0.1733 -0.4022 0.43 -0.42 -1.14
C -0.9400 -2.3163 5.7803 -0.01 0.00 -0.01
C 0.1947 -1.9209 4.8449 0.04 0.02 -0.04
N -0.0361 -0.6588 4.1792 -0.21 0.01 0.11
C -0.6876 -0.4911 3.0093 0.11 0.08 0.13
S -1.3886 -1.7981 2.2082 -0.02 -0.03 -0.22
N -0.7400 0.8212 2.6802 0.15 -0.11 -0.04
N -1.0966 1.1361 1.4403 -0.16 0.36 0.35
C -1.4845 2.3747 1.2771 -0.10 0.01 -0.02
C -1.5812 3.3313 2.4181 -0.02 0.00 0.00
C -1.8821 2.7621 -0.0648 -0.06 0.01 -0.01
C -2.4351 4.0058 -0.3809 -0.03 -0.02 -0.01
C -2.9628 4.2007 -1.6421 0.00 0.03 0.02
C -2.9416 3.1642 -2.5624 0.00 -0.03 0.01
C -2.2969 1.9969 -2.2038 -0.02 -0.03 -0.03
N -1.7503 1.8168 -1.0077 0.19 0.17 0.19
H -0.7263 -3.2761 6.2535 0.00 -0.01 0.03
H -1.8684 -2.3999 5.2141 0.00 0.00 0.00
H -1.0768 -1.5704 6.5671 0.01 -0.01 0.00
H 0.3257 -2.6797 4.0747 0.02 -0.01 0.00
H 1.1406 -1.8437 5.3860 0.00 0.00 0.01
H 0.3244 0.1900 4.5841 0.08 -0.03 -0.05
H -1.7570 2.7793 3.3371 0.00 0.00 0.01
H -2.3818 4.0545 2.2685 0.01 0.00 -0.01
H -0.6398 3.8785 2.5360 0.01 -0.02 0.02
H -2.4547 4.7955 0.3541 -0.01 0.00 -0.01
H -3.3974 5.1577 -1.9037 0.00 0.00 0.00
H -3.3641 3.2667 -3.5514 0.00 0.00 0.00
H -2.1846 1.1752 -2.8980 0.01 0.01 -0.01
Br 1.3542 -4.9677 7.9666 -0.01 0.01 -0.02
C 2.5101 -4.7802 6.4571 -0.04 0.00 -0.02
C 3.8683 -4.5803 6.6602 0.03 0.01 0.00
C 4.7080 -4.4800 5.5705 0.00 0.00 0.03
C 4.2287 -4.5621 4.2441 -0.05 -0.18 -0.04
C 2.8340 -4.7398 4.0793 0.05 0.00 0.01
C 1.9942 -4.8602 5.1720 0.01 -0.01 0.04
N 5.1715 -4.5851 3.2482 -0.03 0.04 -0.10
N 4.8423 -4.4068 1.9786 -0.03 -0.01 0.10
C 3.8945 -3.5110 1.5667 0.06 0.00 0.05
C 3.2970 -3.7428 0.3263 -0.03 0.02 -0.03
C 2.3160 -2.9058 -0.1994 0.07 -0.09 -0.03
C 1.8960 -1.7784 0.4690 0.03 0.12 -0.05
O 0.8970 -1.0116 -0.0253 -0.14 -0.18 0.37
C 2.5654 -1.4033 1.6703 0.01 0.01 0.02
N 2.2553 -0.2042 2.2170 -0.01 0.01 -0.05
C 2.9212 0.1965 3.2667 0.03 -0.01 0.01
C 3.9574 -0.5421 3.8601 -0.02 0.03 -0.01
C 4.2679 -1.7670 3.3322 0.03 0.03 -0.01
C 3.5620 -2.2592 2.2174 0.01 0.06 0.01
H 4.2637 -4.5133 7.6659 0.00 0.00 0.00
H 5.7739 -4.3477 5.7133 0.00 -0.01 -0.01
H 2.4182 -4.8071 3.0833 -0.02 -0.01 0.01
H 0.9327 -5.0147 5.0228 0.00 0.00 0.00
H 3.5983 -4.6312 -0.2142 0.00 0.00 0.00
H 1.8605 -3.1510 -1.1469 0.07 0.01 0.06
H 2.6367 1.1670 3.6702 0.01 0.01 0.00
H 4.5012 -0.1422 4.7061 -0.01 0.00 0.00
H 5.0699 -2.3610 3.7477 -0.01 0.10 -0.04
N 1.1406 1.6086 -0.0232 0.21 0.12 0.00
C 2.0567 2.3089 0.0708 -0.14 0.06 0.17
C 3.0513 3.2662 0.1818 0.00 0.00 -0.02
C 2.6444 4.6182 0.2768 0.04 0.01 0.04
N 2.3086 5.7213 0.3600 -0.03 -0.01 -0.02
C 4.4261 2.9328 0.1648 -0.01 0.01 0.00
N 5.5567 2.7008 0.1533 0.00 0.00 0.00
C -1.5465 -1.3870 -4.4331 0.03 0.07 0.01
Si -0.0393 -1.3190 -3.2764 -0.01 -0.05 -0.06
C 1.5429 -1.7078 -4.2264 0.03 0.02 0.00
C -0.3137 -2.8635 -2.2265 -0.09 0.06 0.02
N 0.0946 0.2415 -2.4619 -0.16 -0.07 0.31
C 0.3601 1.3608 -3.2648 0.07 0.01 0.01
C 0.4175 1.3000 -4.6758 -0.02 -0.01 0.06
C 0.6703 2.4084 -5.4686 0.01 0.01 -0.01
C 0.8808 3.6589 -4.9107 0.00 -0.01 -0.01
C 0.8198 3.7581 -3.5285 0.02 0.00 0.01
C 0.5620 2.6533 -2.7366 -0.05 0.05 0.01
H -1.7250 -2.4326 -4.6997 0.02 0.00 -0.02
H -1.4768 -0.8134 -5.3566 0.02 0.05 -0.01
H -2.4380 -1.0447 -3.8973 0.02 -0.03 0.04
H 1.4559 -2.6930 -4.6942 -0.01 0.00 0.00
H 2.3698 -1.7529 -3.5114 -0.01 -0.03 0.01
H 1.8164 -0.9852 -4.9930 0.03 -0.02 0.00
H -1.3063 -3.2520 -2.4615 0.00 0.01 0.01
H -0.2569 -2.7457 -1.1496 0.00 -0.01 -0.03
H 0.4157 -3.6196 -2.5289 -0.03 -0.01 -0.04
H 0.2664 0.3641 -5.1829 -0.05 -0.06 -0.03
H 0.7040 2.2784 -6.5451 0.00 0.00 0.00
H 1.0859 4.5238 -5.5286 0.00 0.00 0.00
H 0.9762 4.7130 -3.0392 -0.01 0.00 0.00
H 0.4985 2.8126 -1.6769 -0.02 0.00 -0.09
Br -7.1786 -3.3093 -3.2773 -0.01 0.00 -0.01
C -5.5993 -3.3312 -2.2110 0.01 0.02 0.01
C -5.0736 -4.5487 -1.8143 0.01 -0.01 0.00
C -3.9223 -4.5562 -1.0376 -0.02 -0.01 -0.01
C -3.3018 -3.3671 -0.6870 0.00 -0.01 -0.01
C -3.8493 -2.1571 -1.0935 0.00 -0.02 0.07
C -5.0143 -2.1321 -1.8493 -0.04 0.00 0.03
C -3.2023 -0.8559 -0.6920 -0.02 -0.05 0.02
O -3.8818 0.0897 -0.3507 0.00 -0.01 -0.06
O -1.9026 -0.8982 -0.7797 -0.23 0.03 -0.01
H -5.5553 -5.4717 -2.1065 0.00 0.00 0.00
H -3.5035 -5.5002 -0.7131 0.00 0.00 0.00
H -2.3948 -3.3612 -0.0969 -0.01 0.01 0.02
H -5.4484 -1.1844 -2.1376 0.01 0.01 0.01
```
Forces are in eV/Å.

- spin multiplicity = 2
- energy above the lowest of the compared OMol25 structures with the same formula, charge and spin (kcal per mole) = 31.9
- charge = -2
- <S²> = 0.797
- orbital gap (alpha / beta) (eV) = 4.5 / 5.5

Atomic partial charges in e from the Löwdin method, atoms 1 to 99:
1. Ti 1.05
2. C -0.10
3. C -0.29
4. N -0.03
5. C -0.84
6. S 0.67
7. N -0.01
8. N -0.05
9. C -0.28
10. C -0.03
11. C -0.21
12. C 0.00
13. C -0.06
14. C -0.04
15. C -0.12
16. N 0.03
17. H 0.03
18. H 0.05
19. H 0.07
20. H 0.07
21. H 0.11
22. H 0.12
23. H 0.07
24. H 0.06
25. H 0.09
26. H 0.10
27. H 0.10
28. H 0.10
29. H 0.11
30. Br 0.64
31. C -0.71
32. C -0.16
33. C -0.06
34. C -0.35
35. C -0.03
36. C -0.16
37. N -0.03
38. N 0.00
39. C -0.29
40. C -0.04
41. C -0.01
42. C -0.26
43. O -0.24
44. C -0.14
45. N 0.13
46. C -0.16
47. C -0.06
48. C -0.01
49. C -0.08
50. H 0.09
51. H 0.10
52. H 0.11
53. H 0.10
54. H 0.10
55. H 0.08
56. H 0.10
57. H 0.09
58. H 0.10
59. N 0.13
60. C -0.12
61. C -0.27
62. C -0.26
63. N 0.10
64. C -0.25
65. N 0.11
66. C -0.16
67. Si 0.46
68. C -0.17
69. C -0.17
70. N -0.14
71. C -0.34
72. C -0.08
73. C -0.11
74. C -0.13
75. C -0.09
76. C -0.06
77. H 0.03
78. H 0.02
79. H 0.02
80. H 0.03
81. H 0.04
82. H 0.01
83. H 0.02
84. H 0.01
85. H 0.03
86. H 0.05
87. H 0.09
88. H 0.08
89. H 0.10
90. H 0.06
91. Br 0.68
92. C -0.68
93. C -0.14
94. C -0.06
95. C -0.03
96. C -0.12
97. C -0.07
98. C -0.57
99. O 0.09


Record 2
# C45H40F6N5O8SSiV

A structure of composition C45H40F6N5O8SSiV at a distorted geometry (ωB97M-V/def2-TZVPD, OMol25).

```
107
Properties=species:S:1:pos:R:3:forces:R:3
V -0.0615 -0.0256 -0.1818 1.28 1.46 -1.98
F 4.3741 1.4008 5.8328 0.01 0.00 0.00
C 3.4935 1.5648 4.8297 0.01 0.04 0.03
C 2.6174 0.5550 4.4878 -0.02 0.04 0.01
F 2.6417 -0.5974 5.1739 0.00 -0.02 -0.02
C 1.7242 0.7337 3.4477 -0.03 -0.12 0.10
F 0.9045 -0.2935 3.1858 0.02 -0.01 -0.03
C 1.6524 1.9001 2.6859 -0.01 0.02 -0.21
S 0.5945 2.1382 1.3187 -0.12 -0.25 0.05
C 2.5466 2.8993 3.0809 0.10 0.08 0.02
F 2.5851 4.0700 2.4242 -0.01 -0.03 -0.02
C 3.4486 2.7467 4.1169 -0.07 0.00 -0.01
F 4.2969 3.7423 4.4292 0.03 0.01 0.01
C -2.2322 -4.0305 -1.2643 0.05 -0.13 -0.02
Si -2.0108 -2.2139 -1.6970 0.12 0.02 0.04
C -2.3102 -1.9281 -3.5235 -0.06 0.03 -0.17
C -3.3693 -1.3089 -0.7945 -0.01 0.08 0.16
N -0.4154 -1.6591 -1.2610 0.04 -0.26 0.22
C 0.7120 -2.3972 -1.5551 -0.40 -0.04 0.16
C 0.7540 -3.4517 -2.4816 0.17 0.09 -0.15
C 1.9351 -4.1106 -2.7955 -0.02 0.03 0.04
C 3.1260 -3.7528 -2.1865 -0.03 0.01 -0.01
C 3.1125 -2.7563 -1.2130 0.05 -0.06 -0.01
C 1.9260 -2.1420 -0.8843 0.00 0.22 0.13
O 1.8229 -1.2101 0.1690 -0.27 -0.15 -0.24
C 2.9971 -0.8238 0.8156 -0.26 -0.02 0.14
C 3.5270 -1.6705 1.7748 -0.02 0.00 0.08
C 4.6445 -1.2647 2.4856 0.04 0.04 -0.01
C 5.2164 -0.0204 2.2361 -0.04 -0.07 -0.03
C 4.6636 0.8115 1.2739 -0.04 0.00 -0.04
C 3.5424 0.4152 0.5511 0.14 0.07 -0.02
H -3.2833 -4.2283 -1.0361 0.00 0.01 0.00
H -1.6442 -4.2441 -0.3674 -0.04 -0.02 0.01
H -1.9240 -4.7260 -2.0468 0.00 0.00 0.01
H -3.2594 -2.3734 -3.8384 0.02 0.02 0.00
H -1.5153 -2.3325 -4.1530 -0.01 0.01 0.00
H -2.3659 -0.8509 -3.7066 0.01 -0.01 -0.03
H -4.2905 -1.4458 -1.3696 -0.01 -0.02 0.02
H -3.1839 -0.2399 -0.6957 -0.03 0.00 -0.03
H -3.5390 -1.7258 0.2020 0.00 0.00 -0.02
H -0.1552 -3.7297 -2.9946 0.01 0.00 -0.02
H 1.9174 -4.9042 -3.5332 0.00 0.01 -0.01
H 4.0576 -4.2380 -2.4461 0.00 -0.01 0.00
H 4.0285 -2.4775 -0.7116 0.00 0.00 0.04
H 3.0425 -2.6183 1.9700 -0.02 0.00 -0.01
H 5.0514 -1.9095 3.2542 0.01 0.01 0.00
H 6.0804 0.3018 2.8040 -0.01 0.01 0.01
H 5.0869 1.7911 1.0896 0.01 0.00 0.01
H 3.0742 1.0655 -0.1746 -0.01 -0.02 0.00
F 5.5606 0.6417 -3.7080 0.01 0.02 0.00
C 4.3782 1.3209 -3.8884 -0.11 -0.19 0.08
C 3.3044 0.9807 -3.0989 0.08 0.02 0.03
C 2.0652 1.6650 -3.2652 0.13 0.14 -0.37
C 0.9538 1.4382 -2.4788 -0.32 -0.14 0.55
O 1.0348 0.6078 -1.4385 0.25 0.27 -0.39
C -0.2980 2.1147 -2.7530 0.04 -0.01 0.13
C -0.3710 2.9631 -3.7844 0.19 0.01 -0.23
N 0.7346 3.2455 -4.5849 0.04 0.01 0.18
C 0.6247 4.1145 -5.7021 -0.07 -0.03 -0.01
C -0.3060 5.2820 -5.6480 0.02 0.05 -0.04
C 1.1813 5.5101 -5.6118 0.01 0.04 0.01
C 1.9849 2.6305 -4.3438 -0.13 -0.07 0.08
C 3.0889 2.9398 -5.0900 0.07 0.00 -0.03
C 4.3451 2.2941 -4.8573 0.05 0.10 0.01
N 5.4971 2.7000 -5.6059 -0.15 0.05 -0.14
C 5.7024 2.0153 -6.8592 0.06 -0.10 0.04
C 6.5632 2.8753 -7.7644 0.07 0.05 0.03
N 7.8614 3.1433 -7.0379 -0.05 0.00 0.03
C 7.6342 3.8023 -5.6945 0.01 -0.01 -0.08
C 6.7338 2.8813 -4.8948 0.02 -0.01 0.02
C -1.5158 1.9509 -1.9081 -0.03 -0.35 0.32
O -2.5607 2.5248 -2.1603 -0.03 0.06 -0.11
O -1.3991 1.1566 -0.8654 0.17 -0.13 -0.02
H 3.3894 0.1790 -2.3792 0.01 0.00 -0.02
H -1.2959 3.4601 -4.0275 0.00 0.01 -0.01
H 0.7401 3.6217 -6.6686 -0.02 0.00 0.01
H -0.8603 5.4541 -4.7370 0.02 -0.02 0.01
H -0.8418 5.5282 -6.5544 0.00 0.00 0.01
H 1.6154 5.7842 -4.6597 -0.01 -0.01 0.00
H 1.6683 5.9336 -6.4817 -0.02 -0.02 -0.01
H 3.0398 3.7006 -5.8576 0.03 0.01 0.02
H 4.7410 1.8404 -7.3390 -0.01 0.01 0.01
H 6.1920 1.0304 -6.7216 -0.04 -0.01 -0.02
H 6.0960 3.8442 -7.9307 0.01 0.00 -0.02
H 6.8113 2.4025 -8.7134 0.00 -0.03 0.01
H 8.4953 3.6952 -7.6122 -0.02 0.02 0.00
H 8.3111 2.2404 -6.8630 0.02 0.01 -0.01
H 7.1493 4.7563 -5.8910 0.01 0.01 0.00
H 8.6141 3.9563 -5.2424 0.00 -0.03 0.01
H 6.5360 3.3162 -3.9170 -0.02 0.03 -0.01
H 7.2711 1.9298 -4.7248 -0.01 0.01 0.06
O -0.9221 -2.8291 1.8403 0.04 -0.13 -0.04
C -1.3746 -1.7102 1.9032 0.06 0.57 -0.12
O -0.9662 -0.6719 1.2121 -0.94 -1.23 1.83
C -2.4948 -1.3521 2.8436 0.02 -0.07 -0.04
C -2.7870 -0.0214 3.1184 -0.06 0.06 0.03
C -3.8160 0.2983 3.9964 0.03 -0.06 -0.02
C -4.5630 -0.7073 4.5885 -0.03 0.14 0.02
C -4.2519 -2.0198 4.2865 -0.36 -0.40 0.07
C -3.2298 -2.3714 3.4308 0.06 0.04 -0.01
N -5.0616 -3.1032 4.9136 0.70 0.37 0.19
O -5.9113 -2.7762 5.7200 -0.21 -0.04 -0.09
O -4.7767 -4.2496 4.6394 -0.18 -0.07 -0.11
H -2.1995 0.7519 2.6379 0.01 0.00 0.01
H -4.0386 1.3338 4.2154 0.00 0.00 0.00
H -5.3722 -0.4927 5.2707 0.00 0.00 -0.01
H -2.9969 -3.4044 3.2189 0.00 0.00 -0.01
```
Forces are in eV/Å.

- spin multiplicity = 2
- charge = -1
- <S²> = 0.770
- orbital gap (alpha / beta) (eV) = 2.0 / 1.9

Atomic partial charges in e from the Löwdin method, atoms 1 to 99:
1. V 0.93
2. F 0.09
3. C -0.16
4. C -0.16
5. F 0.10
6. C -0.24
7. F 0.09
8. C -0.55
9. S 0.71
10. C -0.26
11. F 0.06
12. C -0.16
13. F 0.09
14. C -0.17
15. Si 0.42
16. C -0.17
17. C -0.15
18. N -0.11
19. C -0.26
20. C -0.04
21. C -0.11
22. C -0.11
23. C -0.03
24. C -0.17
25. O -0.07
26. C -0.27
27. C -0.01
28. C -0.08
29. C -0.09
30. C -0.06
31. C 0.00
32. H 0.03
33. H 0.03
34. H 0.02
35. H 0.03
36. H 0.02
37. H 0.03
38. H 0.04
39. H 0.02
40. H 0.03
41. H 0.07
42. H 0.09
43. H 0.09
44. H 0.11
45. H 0.14
46. H 0.10
47. H 0.10
48. H 0.11
49. H 0.10
50. F 0.02
51. C -0.24
52. C 0.04
53. C -0.07
54. C -0.25
55. O -0.21
56. C -0.06
57. C 0.01
58. N -0.01
59. C -0.31
60. C -0.10
61. C -0.11
62. C -0.12
63. C 0.01
64. C -0.23
65. N -0.12
66. C -0.16
67. C -0.10
68. N 0.04
69. C -0.10
70. C -0.17
71. C -0.54
72. O 0.05
73. O -0.17
74. H 0.10
75. H 0.12
76. H 0.14
77. H 0.10
78. H 0.10
79. H 0.11
80. H 0.09
81. H 0.09
82. H 0.14
83. H 0.14
84. H 0.13
85. H 0.13
86. H 0.17
87. H 0.17
88. H 0.13
89. H 0.13
90. H 0.15
91. H 0.13
92. O 0.11
93. C -0.54
94. O -0.21
95. C -0.11
96. C 0.02
97. C -0.04
98. C -0.01
99. C -0.13